1.
The following is a DFT calculation (the ωB97M-V functional and the def2-TZVPD basis) of 2 unconnected molecules or ions with the total composition C6H14NO.

As for the maximum force: 0.393 eV/A. The calculation puts the molar mass at 116.184 u. The LUMO energy is 3.94 eV. As for the HOMO energy: -0.0967 hartree. The value obtained for the energy above the lowest of the compared OMol25 structures with the same formula, charge and spin is 14.7 kcal per mole.

ORCA input file:
```
! wB97M-V def2-TZVPD RIJCOSX def2/J DEFGRID3
* xyz -1 1
C -1.89 -0.58 -0.16
C -1.26 -1.94 -0.04
C -0.10 -2.21 -0.62
N -1.96 -2.88 0.78
H -2.27 -0.19 0.79
H -2.76 -0.61 -0.84
H -1.14 0.10 -0.58
H 0.34 -3.19 -0.51
H 0.40 -1.40 -1.17
H -2.96 -2.83 0.59
H -1.64 -3.82 0.57
C 1.78 0.81 -0.66
O 0.67 0.66 -1.40
C 1.53 1.56 0.68
C 0.90 2.92 0.45
H 2.60 1.39 -1.17
H 2.25 -0.16 -0.35
H 2.47 1.64 1.24
H 0.84 0.94 1.26
H 0.78 3.49 1.37
H -0.07 2.78 -0.01
H 1.51 3.52 -0.24
*
```


2.
The following is a DFT calculation (the ωB97M-V functional and the def2-TZVPD basis) of 5 unconnected molecules or ions with the total composition C9H27NO5 at a distorted geometry.

As for the maximum force: 2.924 eV/A. The calculation puts the molar mass at 229.317 u. The LUMO energy is 0.70 eV. As for the HOMO energy: -0.2890 hartree. The value obtained for the energy above the lowest of the compared OMol25 structures with the same formula, charge and spin is 36.8 kcal per mole. The SMILES is CC1(C)CCCC(C)(C)N1O.O.O.O.O.

ORCA input file:
```
! wB97M-V def2-TZVPD RIJCOSX def2/J DEFGRID3
* xyz 0 1
C 1.38 -2.83 -1.17
C 0.76 -1.50 -1.70
C -0.67 -1.82 -2.17
C 0.57 -0.57 -0.45
C 1.99 0.00 0.07
C 2.73 0.78 -1.10
C 2.91 -0.09 -2.41
C 3.20 0.97 -3.60
C 4.09 -1.01 -2.35
N 1.59 -0.84 -2.71
O 1.50 -1.39 -3.97
H 2.39 -2.75 -0.77
H 1.55 -3.60 -1.92
H 0.84 -3.25 -0.33
H -1.13 -0.90 -2.53
H -1.37 -2.25 -1.46
H -0.59 -2.57 -2.96
H -0.12 0.25 -0.64
H 0.13 -1.20 0.32
H 2.53 -0.88 0.44
H 1.82 0.61 0.95
H 3.73 0.98 -0.71
H 2.09 1.62 -1.34
H 3.39 0.50 -4.56
H 2.31 1.54 -3.87
H 3.98 1.69 -3.38
H 4.99 -0.40 -2.19
H 4.05 -1.58 -1.42
H 4.27 -1.52 -3.29
H 0.85 -0.87 -4.44
O -5.08 -0.98 7.47
H -5.23 -1.73 8.05
H -5.56 -1.20 6.67
O -7.04 -0.61 1.99
H -6.36 0.05 2.11
H -7.68 -0.20 1.41
O -4.08 2.10 4.35
H -3.75 2.99 4.52
H -4.25 1.74 5.22
O -2.24 6.51 4.61
H -2.99 7.10 4.53
H -1.49 7.10 4.74
*
```


3.
The following is a DFT calculation (the ωB97M-V functional and the def2-TZVPD basis) of a molecular structure, C16H24CeClNO2 at a distorted geometry.

As for the maximum force: 1.825 eV/A. The calculation puts the molar mass at 437.942 u. The LUMO energy (alpha / beta) is -8.25 / -8.25 eV. As for the HOMO energy (alpha / beta): -0.5424 / -0.5424 hartree.

ORCA input file:
```
! wB97M-V def2-TZVPD RIJCOSX def2/J DEFGRID3
* xyz 2 1
C 0.27 5.28 -1.66
C -0.96 5.99 -1.09
C 1.55 5.97 -1.18
C 0.21 5.29 -3.19
Cl 0.27 3.57 -1.08
H 1.57 7.01 -1.52
H 2.43 5.47 -1.58
H 1.60 5.97 -0.09
H -0.98 7.04 -1.43
H -0.94 5.99 0.00
H -1.88 5.51 -1.43
H 0.21 6.32 -3.57
H -0.69 4.79 -3.55
H 1.09 4.77 -3.61
C -0.02 -1.67 2.99
C 1.21 -1.03 2.60
C 0.89 0.31 2.20
H 2.20 -1.47 2.65
C -0.52 0.50 2.35
C -1.08 -0.72 2.84
H -2.13 -0.90 3.09
H -0.12 -2.69 3.37
H 1.61 1.08 1.90
H -1.06 1.43 2.17
C 0.69 -2.54 -1.82
C 1.42 -3.10 -0.73
C 2.29 -2.08 -0.21
H 1.34 -4.12 -0.36
C 2.09 -0.89 -0.99
C 1.10 -1.18 -1.99
H 0.73 -0.49 -2.76
H -0.06 -3.06 -2.43
H 2.99 -2.21 0.61
H 2.63 0.05 -0.88
Ce -0.14 -1.33 0.37
N -1.81 -6.30 1.39
C -2.54 -5.01 1.25
C -1.70 -4.25 0.25
O -1.04 -4.96 -0.52
O -1.70 -2.95 0.31
H -1.54 -6.57 0.43
H -2.37 -7.01 1.87
H -0.96 -6.13 1.95
H -3.54 -5.22 0.88
H -2.61 -4.49 2.21
*
```


4.
The following is a DFT calculation (the ωB97M-V functional and the def2-TZVPD basis) of 10 unconnected molecules or ions with the total composition C40H80O10 at a distorted geometry.

As for the maximum force: 2.801 eV/A. The calculation puts the molar mass at 721.070 u. The LUMO energy is 0.59 eV. As for the HOMO energy: -0.3398 hartree. The value obtained for the energy above the lowest of the compared OMol25 structures with the same formula, charge and spin is 53.3 kcal per mole. The SMILES is C1CCOC1.C1CCOC1.C1CCOC1.C1CCOC1.C1CCOC1.C1CCOC1.C1CCOC1.C1CCOC1.C1CCOC1.C1CCOC1.

ORCA input file:
```
! wB97M-V def2-TZVPD RIJCOSX def2/J DEFGRID3
* xyz 0 1
C -0.03 1.38 -0.62
C -1.49 0.97 -0.38
C -1.43 -0.60 -0.36
O -0.09 -0.87 -0.77
C 0.82 0.16 -0.34
H 0.22 2.21 0.03
H 0.16 1.65 -1.66
H -2.14 1.41 -1.14
H -1.83 1.30 0.61
H -2.14 -1.12 -0.99
H -1.64 -0.97 0.64
H 1.80 0.15 -0.83
H 1.05 -0.04 0.70
C 3.17 1.65 -3.92
C 4.66 1.82 -4.05
C 5.26 0.72 -3.27
O 4.22 -0.26 -3.16
C 3.10 0.16 -3.92
H 2.57 2.11 -4.71
H 2.81 1.89 -2.92
H 5.05 2.76 -3.67
H 4.90 1.78 -5.11
H 5.66 1.01 -2.30
H 6.11 0.34 -3.84
H 2.14 -0.15 -3.51
H 3.10 -0.28 -4.91
C -3.18 5.25 -3.07
C -2.57 4.18 -2.18
C -1.40 4.85 -1.58
O -1.47 6.22 -1.91
C -2.71 6.56 -2.51
H -4.26 5.17 -3.16
H -2.79 5.14 -4.09
H -2.32 3.31 -2.79
H -3.35 3.88 -1.48
H -0.45 4.49 -1.98
H -1.52 4.70 -0.51
H -2.47 7.31 -3.26
H -3.50 6.97 -1.87
C -5.02 2.58 3.98
C -5.33 2.96 2.51
C -4.25 2.24 1.65
O -3.26 1.77 2.57
C -3.92 1.45 3.84
H -5.91 2.11 4.38
H -4.70 3.46 4.54
H -5.31 4.04 2.41
H -6.28 2.56 2.15
H -3.82 2.84 0.85
H -4.64 1.33 1.18
H -3.25 1.30 4.68
H -4.40 0.48 3.80
C -5.93 -2.52 0.16
C -7.24 -2.76 0.79
C -7.76 -1.40 1.23
O -6.53 -0.65 1.37
C -5.41 -1.53 1.14
H -6.05 -2.12 -0.84
H -5.37 -3.46 0.06
H -7.05 -3.35 1.69
H -7.90 -3.29 0.10
H -8.28 -1.50 2.17
H -8.39 -1.05 0.41
H -5.17 -2.07 2.05
H -4.53 -1.00 0.74
C 2.45 -3.86 -3.20
C 1.30 -3.54 -2.26
C 0.09 -3.93 -3.04
O 0.48 -3.78 -4.42
C 1.88 -3.33 -4.51
H 2.72 -4.91 -3.28
H 3.37 -3.34 -2.92
H 1.32 -2.47 -2.04
H 1.40 -4.07 -1.32
H -0.65 -3.16 -2.80
H -0.29 -4.91 -2.78
H 1.98 -2.25 -4.63
H 2.38 -3.76 -5.38
C 5.70 -2.52 0.31
C 4.39 -3.17 0.02
C 3.39 -2.06 0.23
O 4.06 -1.23 1.18
C 5.45 -1.20 1.00
H 6.27 -2.39 -0.62
H 6.37 -3.15 0.89
H 4.18 -4.00 0.70
H 4.44 -3.53 -1.00
H 2.42 -2.40 0.58
H 3.12 -1.46 -0.64
H 5.93 -1.02 1.96
H 5.84 -0.39 0.39
C -0.68 -4.42 0.97
C -2.10 -4.68 0.46
C -2.87 -5.04 1.68
O -2.44 -4.04 2.56
C -1.07 -3.73 2.29
H -0.09 -3.73 0.37
H -0.14 -5.32 1.25
H -2.09 -5.59 -0.14
H -2.54 -3.85 -0.09
H -2.71 -6.07 2.01
H -3.95 -4.98 1.54
H -0.46 -4.02 3.14
H -1.06 -2.64 2.26
C 1.03 -0.48 3.98
C -0.34 0.16 3.65
C -0.06 1.60 3.21
O 1.34 1.76 3.47
C 2.04 0.50 3.37
H 1.04 -1.51 3.61
H 1.20 -0.57 5.05
H -0.97 0.14 4.54
H -0.86 -0.37 2.86
H -0.55 2.32 3.87
H -0.26 1.87 2.17
H 2.96 0.50 3.95
H 2.32 0.37 2.33
C 5.17 2.34 1.48
C 4.26 2.18 0.28
C 4.83 3.22 -0.67
O 5.18 4.30 0.21
C 5.62 3.81 1.51
H 6.05 1.72 1.34
H 4.79 2.03 2.45
H 3.25 2.40 0.62
H 4.14 1.24 -0.24
H 4.12 3.65 -1.37
H 5.77 2.97 -1.17
H 5.12 4.31 2.34
H 6.70 3.82 1.66
*
```